No. 1
Formula: C12H14N2OS
Source: the Open Molecules 2025 dataset
Level of theory: wB97M-V/def2-TZVPD

Last column: Mulliken charge in e.
Cartesian coordinates (Å):
C  -1.7013  -3.0105  0.1626  -0.700
O  -0.5190  -3.0698  0.9245  -0.435
C  -0.0186  -1.9084  1.4295  0.611
C  1.1772  -2.0133  2.1414  -0.577
C  1.7659  -0.8859  2.6761  -0.477
C  1.1825  0.3585  2.5073  -0.790
C  -0.0105  0.4706  1.8068  0.171
C  -0.6211  1.8087  1.5577  -1.127
S  0.2626  2.6519  0.1857  -0.235
C  -0.2747  1.6556  -1.1393  0.499
N  -1.3906  0.9701  -1.1825  -0.464
C  -1.3887  0.3540  -2.3939  -0.785
C  -0.2613  0.6823  -3.0863  -0.249
N  0.4581  1.5168  -2.2728  0.132
C  1.7125  2.1424  -2.5721  -0.910
C  -0.6130  -0.6626  1.2741  0.035
H  -1.8857  -4.0295  -0.1745  0.253
H  -2.5496  -2.6692  0.7645  0.326
H  -1.5867  -2.3540  -0.7057  0.247
H  1.6242  -2.9880  2.2559  0.443
H  2.6918  -0.9757  3.2243  0.370
H  1.6534  1.2429  2.9104  0.403
H  -1.6625  1.7404  1.2507  0.396
H  -0.5091  2.4811  2.4071  0.550
H  -2.2026  -0.2804  -2.6828  0.484
H  0.0861  0.4021  -4.0590  0.480
H  2.3237  1.4693  -3.1731  0.332
H  2.2275  2.3689  -1.6381  0.317
H  1.5614  3.0749  -3.1221  0.302
H  -1.5318  -0.5434  0.7236  0.398

SMILES: COc1cccc(CSc2nccn2C)c1
HOMO in eV: -7.90
Orbital gap in eV: 8.61
Multiplicity: 1

No. 2
Formula: C9H28O5
Source: the Open Molecules 2025 dataset
Level of theory: wB97M-V/def2-TZVPD

Last column: Mulliken charge in e.
Cartesian coordinates (Å):
C  -5.3063  -25.0954  -33.5730  -1.156
C  -5.4689  -25.8725  -32.1452  0.516
C  -4.3053  -25.5989  -31.1483  -1.090
O  -6.5168  -25.2179  -31.5404  -0.126
H  -4.2263  -25.0665  -33.7179  0.341
H  -5.7653  -24.1086  -33.5136  0.336
H  -5.7094  -25.6671  -34.4089  0.359
H  -5.6963  -26.9351  -32.2313  0.359
H  -4.2864  -24.5555  -30.8334  0.364
H  -3.3302  -25.8492  -31.5662  0.426
H  -4.4237  -26.2645  -30.2933  0.274
H  -6.8904  -25.8022  -30.8765  0.335
C  -4.5460  -22.4129  -25.6989  -1.272
C  -4.0915  -23.1238  -27.0210  0.581
C  -2.5785  -23.4160  -27.0613  -1.398
O  -4.7951  -24.3015  -27.2032  -0.624
H  -3.8812  -21.5719  -25.5014  0.395
H  -4.4483  -23.0195  -24.7986  0.321
H  -5.5626  -22.0202  -25.7175  0.310
H  -4.4818  -22.5854  -27.8846  0.159
H  -1.9006  -22.6152  -27.3566  0.379
H  -2.3570  -24.3479  -27.5815  0.345
H  -2.1433  -23.7643  -26.1246  0.414
H  -4.2886  -25.0253  -26.8274  0.324
C  -6.8008  -27.1594  -28.9081  -0.598
O  -7.8747  -26.8043  -29.7303  -0.529
H  -6.0164  -27.6318  -29.4995  0.284
H  -6.3680  -26.3470  -28.3244  0.150
H  -6.9659  -27.9601  -28.1872  0.401
H  -8.4224  -27.5858  -29.8348  0.298
C  -7.3986  -20.1366  -30.9482  -0.460
O  -8.2064  -20.4173  -29.8245  -0.552
H  -7.7556  -19.2088  -31.3955  0.247
H  -6.3583  -20.0925  -30.6259  0.210
H  -7.6049  -20.9763  -31.6118  0.165
H  -7.7958  -21.1544  -29.3666  0.423
C  -7.9931  -23.5581  -28.6061  -0.466
O  -6.8331  -22.7819  -28.6885  -0.421
H  -8.0059  -24.2632  -29.4372  -0.010
H  -7.9937  -23.8957  -27.5696  0.321
H  -8.8554  -22.9140  -28.7780  0.396
H  -6.1474  -23.2178  -28.1771  0.267

HOMO (spin up / spin down) in eV: -11.79 / -11.79
Orbital gap (spin up / spin down) in eV: 8.99 / 2.73
Multiplicity: 2
Total charge: +1

No. 3
Formula: C5H13N3O2
Source: the Open Molecules 2025 dataset
Level of theory: wB97M-V/def2-TZVPD

Last column: Mulliken charge in e.
Cartesian coordinates (Å):
H  -1.7021  0.1808  0.0256  0.161
N  -1.1759  -0.5603  0.4235  -0.631
C  -0.8606  -0.1882  1.6313  0.615
N  0.2309  -0.9682  2.0641  -0.426
N  -1.3270  0.7230  2.5262  -0.420
C  -2.0780  1.9354  1.9698  -0.787
H  0.6470  -0.9192  2.8986  0.155
H  0.8206  -1.4211  1.2731  0.221
H  -0.4293  1.2385  2.9079  0.325
H  -1.3452  2.3782  1.1760  0.254
H  -2.4379  2.6555  2.7878  0.254
H  -2.8570  1.4966  1.3386  0.320
C  0.8872  -1.9253  -1.9988  -0.845
C  0.7303  -0.4924  -2.5765  -0.319
C  1.5745  0.2072  -1.4693  0.541
O  2.0645  -0.2772  -0.4516  -0.564
O  1.8261  1.4779  -1.6801  -0.475
H  1.9205  -2.0784  -1.7363  0.275
H  0.6730  -2.7629  -2.7164  0.351
H  0.2385  -2.0148  -1.0873  0.137
H  1.1623  -0.3942  -3.7556  0.259
H  -0.3087  -0.1302  -2.7452  0.261
H  1.7466  1.8394  -0.8054  0.339

SMILES: [H]/N=C(/N)NC.CCC(=O)O
HOMO in eV: -8.80
Orbital gap in eV: 9.25
Multiplicity: 1

No. 4
Formula: C2H6Si2
Source: the Open Molecules 2025 dataset
Level of theory: wB97M-V/def2-TZVPD

Last column: Mulliken charge in e.
Cartesian coordinates (Å):
C  -1.3540  0.9634  0.0683  -0.554
C  2.7875  -0.4946  0.0456  -0.682
Si  1.2383  0.5332  0.0886  0.490
Si  -2.5199  -0.2987  0.0858  0.223
H  -1.4677  2.0095  -0.0744  0.343
H  2.8910  -0.9146  1.1772  0.188
H  1.3920  1.8598  0.5290  -0.047
H  2.7969  -1.3208  -0.7730  0.216
H  -2.5817  -1.5922  0.6242  -0.083
H  -3.7659  -0.1198  -0.6009  -0.094

HOMO in eV: -7.78
Orbital gap in eV: 6.33
Multiplicity: 1

No. 5
Formula: C20H43OP3SSm
Source: the Open Molecules 2025 dataset
Level of theory: wB97M-V/def2-TZVPD

Last column: Mulliken charge in e.
Cartesian coordinates (Å):
Sm  -0.5279  -0.4177  0.0992  0.806
P  1.9274  1.0217  1.5573  0.904
P  -2.1568  1.8584  0.8730  0.833
P  0.6517  1.3704  -1.6685  0.741
H  -0.2100  -3.9290  1.2701  0.279
C  0.6297  -3.7247  0.5912  -0.650
C  1.7240  -3.0693  1.0182  -0.206
H  1.8083  -2.6284  2.0298  0.078
C  2.5078  0.5092  3.2298  -1.418
C  1.8026  2.8024  2.0360  -1.338
C  3.6168  0.8163  0.8305  -1.228
C  -3.8119  1.5034  0.1283  -1.338
C  -2.7303  2.1164  2.5857  -1.244
C  -1.7779  3.6017  0.4505  -1.208
C  1.9529  0.4836  -2.5986  -1.064
C  1.3288  3.0404  -1.4628  -1.303
C  -0.7146  1.6043  -2.8841  -1.149
H  0.5061  -4.0421  -0.4543  0.350
H  2.6148  -2.9416  0.3759  0.280
H  2.4730  -0.5812  3.3070  0.253
H  1.9157  0.9754  4.0217  0.394
H  3.5480  0.8414  3.3385  0.566
H  1.0377  2.8967  2.8226  0.327
H  1.4987  3.4481  1.2050  0.260
H  2.7589  3.1638  2.4482  0.466
H  3.7339  -0.2484  0.6011  0.333
H  4.3893  1.0839  1.5648  0.490
H  3.7768  1.3970  -0.0804  0.342
H  -4.5120  2.3284  0.3023  0.405
H  -4.2278  0.5927  0.5806  0.414
H  -3.7255  1.3257  -0.9502  0.330
H  -3.5736  2.8150  2.6108  0.567
H  -1.9236  2.5289  3.1963  0.358
H  -3.0506  1.1596  3.0062  0.218
H  -2.6012  4.2711  0.7476  0.523
H  -1.5884  3.7158  -0.6252  0.282
H  -0.8747  3.9076  1.0026  0.284
H  1.8924  0.8565  -3.6270  0.485
H  1.7910  -0.6070  -2.6030  0.150
H  2.9267  0.7030  -2.1426  0.346
H  1.4810  3.4136  -2.4849  0.510
H  2.2863  3.0055  -0.9210  0.372
H  0.6056  3.6708  -0.9214  0.227
H  -0.2187  1.6760  -3.8559  0.476
H  -1.2737  2.5121  -2.6386  0.407
H  -1.4320  0.7679  -2.9393  0.099
C  -0.7969  -2.5793  -3.5772  0.666
C  -1.8142  -2.3899  -4.5344  -0.226
C  -1.8937  -3.2341  -5.6532  -0.564
C  -0.9832  -4.2532  -5.8370  -0.479
C  0.0774  -4.4076  -4.9276  -0.558
C  0.1750  -3.5711  -3.8096  -0.221
S  -0.6240  -1.5250  -2.1889  -0.075
H  -0.7871  -2.1832  -0.8825  -0.034
H  -2.5079  -1.5656  -4.3756  0.478
H  -2.7314  -3.0776  -6.3429  0.424
H  -1.0656  -4.8961  -6.7186  0.446
H  0.7985  -5.2001  -5.0864  0.454
H  1.0169  -3.6731  -3.1168  0.422
C  -0.8624  0.2578  4.5093  -1.148
C  -0.5625  -0.8486  3.5714  0.916
C  -0.1099  -2.1084  4.1899  -1.257
O  -0.7245  -0.7378  2.3095  -0.285
H  -0.4916  -0.0081  5.5209  0.399
H  -1.9584  0.3979  4.6051  0.437
H  -0.3911  1.2240  4.2278  0.156
H  0.0297  -2.9056  3.4527  0.161
H  0.8228  -1.9209  4.7599  0.416
H  -0.8705  -2.3896  4.9315  0.461

HOMO (spin up / spin down) in eV: -15.06 / -16.72
Orbital gap (spin up / spin down) in eV: 5.80 / 3.54
Multiplicity: 6
Total charge: +3

No. 6
Formula: C50H55BrN2O7P2STl
Source: the Open Molecules 2025 dataset
Level of theory: wB97M-V/def2-TZVPD

Last column: Mulliken charge in e.
Cartesian coordinates (Å):
Tl  -0.5257  0.3470  1.1271  2.364
O  1.0128  1.1011  4.7116  -0.708
S  0.2657  0.2388  3.8203  1.300
O  -0.0006  -1.0855  4.3529  -0.771
O  -1.0051  0.8835  3.3386  -0.624
O  1.0829  0.0701  2.4903  -0.869
C  -4.6415  -2.3306  -1.6682  -0.810
C  -4.1732  -3.7481  -1.8655  0.311
C  -5.0302  -4.6733  -2.4565  -0.834
C  -4.6633  -5.9999  -2.6134  -0.697
C  -3.4259  -6.4224  -2.1541  -0.963
C  -2.5561  -5.5094  -1.5780  -0.257
C  -2.8983  -4.1634  -1.4399  0.714
P  -1.7535  -2.8841  -0.7273  1.282
C  -0.1276  -3.7267  -0.9040  0.560
C  0.1296  -4.1278  -2.2226  -0.503
C  1.3428  -4.6721  -2.5963  -1.031
C  2.3413  -4.8118  -1.6425  -0.831
C  2.1168  -4.3711  -0.3530  -0.407
C  0.9047  -3.7981  0.0416  0.124
C  0.8103  -3.2478  1.4371  -1.062
C  -2.3114  -3.0471  1.0244  0.599
C  -2.4524  -4.2905  1.6330  -0.698
C  -2.8382  -4.3957  2.9585  -0.759
C  -3.0750  -3.2442  3.6957  -0.842
C  -2.9776  -2.0029  3.0943  -0.575
C  -2.6186  -1.8764  1.7510  0.310
C  -2.5920  -0.5173  1.1384  -1.681
H  -5.5076  -2.1108  -2.2933  0.526
H  -3.8429  -1.6253  -1.9023  -0.328
H  -4.9228  -2.1663  -0.6239  0.302
H  -6.0041  -4.3413  -2.8003  0.395
H  -5.3396  -6.6996  -3.0897  0.364
H  -3.1319  -7.4609  -2.2471  0.417
H  -1.5865  -5.8491  -1.2379  0.514
H  -0.6520  -4.0135  -2.9670  0.514
H  1.5153  -4.9632  -3.6259  0.395
H  3.3074  -5.2189  -1.9153  0.354
H  2.9166  -4.4265  0.3753  0.403
H  1.8081  -3.0774  1.8381  0.534
H  0.2766  -3.9130  2.1158  0.464
H  0.3065  -2.2854  1.4694  -0.398
H  -2.2627  -5.1897  1.0585  0.391
H  -2.9477  -5.3710  3.4176  0.403
H  -3.3405  -3.3147  4.7433  0.364
H  -3.1417  -1.1015  3.6730  0.400
H  -3.0800  0.2228  1.7675  1.226
H  -2.9965  -0.5106  0.1294  0.504
C  2.2132  -1.2614  -3.5825  -1.790
C  2.1957  0.2579  -3.3684  0.536
C  3.5575  0.7902  -2.9249  -1.535
P  0.8657  0.7028  -2.1730  0.455
C  -0.7249  0.2231  -2.9760  1.741
C  -1.8790  0.9823  -2.3102  -1.733
C  -0.7381  0.4807  -4.4820  -1.774
C  0.7983  2.4665  -1.9366  0.242
C  1.1473  3.2168  -3.0762  -0.402
C  1.0479  4.5866  -3.1354  0.363
C  1.4454  5.3662  -4.3636  -1.854
C  0.5778  5.2326  -1.9817  -1.031
C  0.2198  4.5370  -0.8592  -0.582
C  0.2847  3.1097  -0.7718  -0.580
N  -0.1738  2.4855  0.3258  0.841
C  -0.5689  3.2912  1.4400  -1.030
C  0.3904  3.6943  2.3758  1.345
C  1.8470  3.4388  2.1112  -1.215
C  -0.0324  4.2492  3.5725  -0.994
C  -1.3786  4.4395  3.8560  0.822
C  -1.8042  4.9223  5.2182  -1.715
C  -2.3051  4.1387  2.8696  -1.329
C  -1.9203  3.5701  1.6611  1.230
C  -2.9500  3.2568  0.6053  -1.136
H  2.9449  -1.5064  -4.3553  0.497
H  1.2382  -1.6368  -3.9026  0.291
H  2.4901  -1.7778  -2.6686  0.216
H  1.9197  0.7318  -4.3134  0.897
H  3.9221  0.2338  -2.0682  0.166
H  3.5064  1.8426  -2.6440  0.286
H  4.2808  0.6809  -3.7370  0.526
H  -0.8311  -0.8456  -2.7672  -0.767
H  -1.8418  2.0391  -2.5812  0.365
H  -1.8262  0.9142  -1.2244  -0.197
H  -2.8390  0.5758  -2.6347  0.717
H  -0.5060  1.5267  -4.6980  0.339
H  -1.7391  0.2809  -4.8698  0.484
H  -0.0343  -0.1559  -5.0203  0.380
H  1.5243  2.6956  -3.9505  0.303
H  1.4738  4.7240  -5.2449  0.383
H  2.4359  5.8140  -4.2411  0.309
H  0.7400  6.1768  -4.5573  0.390
H  0.4868  6.3147  -1.9828  0.365
H  -0.1562  5.0630  0.0096  0.633
H  2.1726  3.8873  1.1691  0.268
H  2.0175  2.3619  2.0481  -0.011
H  2.4574  3.8339  2.9225  0.518
H  0.7088  4.4733  4.3328  0.344
H  -1.2454  4.3870  5.9872  0.376
H  -2.8669  4.7409  5.3818  0.371
H  -1.6136  5.9918  5.3405  0.322
H  -3.3628  4.2993  3.0594  0.340
H  -3.9522  3.2250  1.0344  0.455
H  -2.7427  2.3008  0.1233  0.015
H  -2.9394  4.0212  -0.1777  0.295
O  2.1049  -0.7920  -0.5610  0.065
N  0.8932  -0.2819  -0.8241  -0.035
Br  5.6402  2.0462  0.1555  -0.196
C  5.2727  1.4545  1.9192  0.620
C  5.8960  2.1453  2.9464  -0.520
C  5.6570  1.7754  4.2604  -0.575
C  4.8278  0.7046  4.5417  -0.602
C  4.2460  -0.0089  3.5089  -0.699
C  4.4394  0.3675  2.1831  0.397
C  3.7144  -0.4935  1.1690  0.201
O  3.7826  -1.6953  1.2145  -0.608
O  3.0111  0.2082  0.2849  0.353
H  6.5520  2.9726  2.7152  0.397
H  6.1242  2.3340  5.0622  0.370
H  4.5986  0.4340  5.5639  0.383
H  3.5865  -0.8398  3.7176  0.310

HOMO in eV: -5.02
Orbital gap in eV: 7.15
Multiplicity: 1
Total charge: -1